Formula: C26H33O5Sr
Source: the Open Molecules 2025 dataset
Level of theory: ωB97M-V/def2-TZVPD

```
65
Properties=species:S:1:pos:R:3
O 0.529 1.669 -4.022
C 1.500 1.295 -5.126
C 0.909 2.277 -6.112
H 1.364 0.250 -5.430
H 2.527 1.517 -4.819
C 0.008 2.732 -4.953
H 0.352 1.794 -6.924
H 1.556 3.051 -6.522
C -1.449 2.550 -5.313
H -1.672 1.500 -5.544
H -1.681 3.146 -6.212
H -2.094 2.913 -4.506
C 0.298 4.115 -4.378
H 1.282 4.170 -3.894
H -0.460 4.366 -3.625
H 0.267 4.887 -5.159
Sr -0.035 0.859 -1.956
C -0.203 1.792 1.422
C 0.939 0.949 1.432
C 1.868 1.469 0.492
H 1.123 0.117 2.113
C 1.317 2.671 -0.061
C 0.041 2.879 0.547
H -0.603 3.752 0.430
H -1.109 1.651 2.007
H 2.860 1.062 0.305
H 1.817 3.351 -0.751
C -3.031 0.496 -0.599
C -2.843 1.893 -0.742
C -2.776 2.184 -2.137
H -2.828 2.614 0.066
C -2.937 0.941 -2.841
C -3.040 -0.102 -1.885
H -3.191 -1.163 -2.094
H -3.246 -0.008 0.340
H -2.739 3.179 -2.577
H -3.075 0.834 -3.916
O 5.020 0.027 -4.157
C 4.364 0.912 -3.227
C 4.933 0.719 -1.811
H 3.285 0.678 -3.256
H 4.467 1.945 -3.600
C 6.131 -0.254 -1.990
H 4.154 0.282 -1.169
H 5.250 1.668 -1.367
C 6.107 -0.667 -3.483
H 6.011 -1.134 -1.353
H 7.084 0.233 -1.727
H 5.911 -1.747 -3.584
H 7.059 -0.455 -3.990
O 0.705 -4.175 0.343
C 0.116 -3.998 1.527
C 0.092 -5.044 2.482
C -0.605 -4.883 3.671
C -1.267 -3.675 3.935
C -1.227 -2.642 3.000
C -0.530 -2.766 1.794
C -0.573 -1.660 0.762
O -1.344 -0.712 1.040
O 0.173 -1.735 -0.292
H 0.622 -3.267 -0.124
H 0.613 -5.974 2.263
H -0.640 -5.692 4.402
H -1.827 -3.533 4.861
H -1.766 -1.712 3.174
```

Summary:
Total charge: -1
HOMO energy in eV: -3.513
DFT total energy in eV: -38570.9131
Energy above the lowest of the compared OMol25 structures with the same formula, charge and spin in kJ/mol: 150.6
Orbital gap in eV: 5.452